1.
The following is a quantum chemistry calculation of 9 unconnected molecules or ions with the total composition C33H57F18O24P3, from the Open Molecules 2025 dataset.

- SMILES = CCOC(=O)C(F)(F)F.CCOC(=O)C(F)(F)F.CCOC(=O)C(F)(F)F.CCOC(=O)C(F)(F)F.CCOC(=O)C(F)(F)F.CCOC(=O)C(F)(F)F.COP(=O)(OC)OC.COP(=O)(OC)OC.COP(=O)(OC)OC
- E (eV) = -161069.557
- max |F| (eV Å⁻¹) = 7.0

CARTESIAN COORDINATES (ANGSTROEM)
C1 2.89 -1.07 3.10
O1 2.03 -1.16 4.17
P1 0.99 -2.43 4.36
O2 0.06 -2.40 5.48
O3 0.25 -2.76 2.95
C2 -1.01 -2.12 2.69
O4 2.08 -3.63 4.42
C3 1.68 -4.96 4.33
H1 3.88 -0.88 3.52
H2 2.44 -0.29 2.50
H3 3.05 -2.01 2.57
H4 -1.65 -2.90 2.27
H5 -0.92 -1.29 1.99
H6 -1.62 -1.77 3.52
H7 2.07 -5.57 5.14
H8 2.02 -5.40 3.39
H9 0.59 -4.89 4.41
C4 2.42 -6.50 -2.07
O5 1.28 -7.38 -1.94
P2 0.78 -7.99 -0.45
O6 -0.33 -8.96 -0.54
O7 0.69 -6.72 0.61
C5 -0.28 -5.75 0.60
O8 2.13 -8.66 0.09
C6 2.76 -9.85 -0.45
H10 2.83 -6.44 -1.06
H11 2.18 -5.49 -2.42
H12 3.16 -7.03 -2.67
H13 -1.33 -6.06 0.58
H14 -0.14 -5.02 -0.19
H15 -0.21 -5.18 1.53
H16 3.70 -9.74 -0.99
H17 2.08 -10.41 -1.08
H18 2.95 -10.47 0.43
C7 0.70 1.16 -3.04
O9 1.50 1.34 -1.87
P3 1.43 0.47 -0.45
O10 0.13 0.58 0.30
O11 2.85 0.89 0.22
C8 3.08 2.17 0.76
O12 1.65 -1.04 -0.95
C9 1.81 -2.15 -0.06
H19 -0.04 1.96 -3.10
H20 0.16 0.22 -3.03
H21 1.36 1.08 -3.91
H22 3.12 3.04 0.12
H23 3.96 2.22 1.40
H24 2.23 2.40 1.40
H25 2.87 -2.38 0.03
H26 1.38 -3.06 -0.48
H27 1.41 -1.79 0.89
C10 -6.64 4.69 -1.55
C11 -5.77 5.52 -2.46
O13 -4.43 5.01 -2.47
C12 -4.04 3.96 -3.23
O14 -4.76 3.26 -3.97
C13 -2.52 3.77 -3.13
F1 -1.81 4.83 -2.76
F2 -2.25 2.74 -2.33
F3 -2.14 3.59 -4.39
H28 -7.70 4.90 -1.70
H29 -6.39 4.78 -0.49
H30 -6.66 3.66 -1.91
H31 -5.77 6.55 -2.08
H32 -6.16 5.58 -3.48
C14 -1.74 -0.01 -5.29
C15 -2.79 -0.87 -6.05
O15 -4.18 -0.67 -5.62
C16 -4.65 -1.24 -4.40
O16 -3.88 -1.82 -3.56
C17 -6.12 -0.77 -4.17
F4 -6.79 -1.78 -3.61
F5 -6.10 0.12 -3.27
F6 -6.82 -0.33 -5.23
H33 -1.71 0.97 -5.76
H34 -0.79 -0.52 -5.40
H35 -2.04 0.09 -4.25
H36 -2.42 -1.88 -5.90
H37 -2.68 -0.71 -7.13
C18 4.09 6.07 -2.20
C19 2.76 6.59 -1.51
O17 3.03 7.34 -0.31
C20 3.41 6.68 0.88
O18 3.43 5.40 0.99
C21 3.76 7.59 2.06
F7 3.65 6.97 3.26
F8 5.00 7.86 1.72
F9 3.05 8.70 2.07
H38 3.94 5.13 -2.73
H39 4.88 5.84 -1.49
H40 4.48 6.76 -2.94
H41 2.12 5.72 -1.39
H42 2.24 7.19 -2.26
C22 0.45 4.67 2.86
C23 -1.05 4.44 3.05
O19 -1.82 5.19 2.09
C24 -2.16 6.49 2.27
O20 -1.61 7.25 3.14
C25 -3.40 7.06 1.49
F10 -4.00 6.11 0.74
F11 -4.28 7.69 2.18
F12 -2.96 8.02 0.69
H43 1.08 3.80 3.01
H44 0.75 5.50 3.51
H45 0.52 5.13 1.88
H46 -1.27 4.86 4.02
H47 -1.26 3.37 3.10
C26 6.10 -8.64 0.78
C27 5.89 -7.77 -0.45
O21 6.28 -6.34 -0.23
C28 5.50 -5.49 0.48
O22 4.37 -5.70 0.97
C29 6.16 -4.07 0.57
F13 7.49 -4.14 0.27
F14 5.52 -3.27 -0.27
F15 6.14 -3.64 1.82
H48 5.63 -9.62 0.68
H49 5.60 -8.17 1.62
H50 7.15 -8.75 1.03
H51 4.93 -7.95 -0.91
H52 6.58 -8.17 -1.19
C30 -6.19 2.27 4.07
C31 -5.80 2.43 2.60
O23 -4.50 2.13 2.28
C32 -3.96 2.56 1.12
O24 -4.51 3.32 0.31
C33 -2.61 1.78 0.88
F16 -2.18 1.02 1.91
F17 -2.77 0.87 -0.10
F18 -1.67 2.69 0.51
H53 -6.46 1.24 4.28
H54 -6.98 2.94 4.39
H55 -5.39 2.57 4.74
H56 -6.16 3.39 2.22
H57 -6.32 1.70 1.98

These are the Mulliken partial charges, in e, on atoms 1 to 6: -0.232, -0.442, 0.772, -0.749, 0.187, -0.828

---

2.
The following is a quantum chemistry calculation of 2 unconnected molecules or ions with the total composition C5H7N2, from the Open Molecules 2025 dataset.

- E (eV) = -8263.607
- energy above the lowest of the compared OMol25 structures with the same formula, charge and spin (kJ/mol) = 884.8
- net charge = +1
- max |F| (eV Å⁻¹) = 5.3

CARTESIAN COORDINATES (ANGSTROEM)
C1 1.69 -1.69 0.26
C2 0.22 -3.34 0.47
C3 0.43 -1.37 -0.11
C4 -0.37 1.15 -0.40
C5 -0.46 1.95 0.74
N1 1.43 -3.01 0.69
N2 -0.47 -2.37 -0.03
H1 2.56 -1.16 0.56
H2 -0.11 -4.40 0.55
H3 -0.50 1.73 -1.32
H4 0.32 1.65 1.43
H5 -1.34 2.06 1.35
H6 -0.15 3.01 0.49
H7 -1.44 -2.44 -0.44

These are the natural (NBO) partial charges, in e, on atoms 1 to 6: -0.168, 0.204, 0.404, 0.302, -0.895, -0.336

---

3.
The following is a quantum chemistry calculation of a molecular structure, C45H36N6O6PtSSb, from the Open Molecules 2025 dataset.

- E (eV) = -89065.567
- energy above the lowest of the compared OMol25 structures with the same formula, charge and spin (kJ/mol) = 314.3
- net charge = +3
- max |F| (eV Å⁻¹) = 1.7

CARTESIAN COORDINATES (ANGSTROEM)
Pt1 0.12 0.05 -0.23
C1 -2.41 -3.51 -0.50
C2 -1.80 -2.25 -1.02
O1 -1.34 -1.42 -0.18
N1 -1.81 -2.06 -2.33
C3 -1.21 -0.90 -2.97
C4 -1.93 0.31 -2.48
C5 -3.12 0.74 -3.07
C6 -3.85 1.76 -2.49
C7 -3.39 2.31 -1.30
C8 -2.20 1.83 -0.78
N2 -1.46 0.89 -1.37
H1 -2.75 -3.36 0.52
H2 -1.64 -4.28 -0.51
H3 -3.25 -3.83 -1.12
H4 -2.08 -2.84 -2.90
H5 -1.30 -1.01 -4.05
H6 -0.15 -0.84 -2.72
H7 -3.46 0.26 -3.98
H8 -4.77 2.11 -2.94
H9 -3.95 3.06 -0.76
H10 -1.89 2.12 0.22
O2 1.19 0.55 6.49
N3 2.09 1.16 5.95
O3 3.01 1.73 6.47
C9 2.04 1.18 4.47
C10 2.48 2.31 3.85
C11 2.38 2.44 2.44
C12 2.91 3.52 1.72
C13 2.88 3.48 0.35
C14 2.26 2.42 -0.32
N4 1.62 1.45 0.34
C15 1.75 1.42 1.70
C16 1.32 0.24 2.37
N5 0.78 -0.70 1.57
C17 0.52 -1.89 2.07
C18 0.76 -2.19 3.42
C19 1.21 -1.22 4.28
C20 1.51 0.06 3.75
H11 2.92 3.10 4.45
H12 3.40 4.34 2.24
H13 3.37 4.25 -0.23
H14 1.64 1.62 -2.17
H15 0.12 -2.63 1.40
H16 0.56 -3.19 3.77
H17 1.35 -1.42 5.33
C21 -3.74 8.13 -0.70
C22 -4.09 7.22 0.29
C23 -3.27 6.15 0.57
C24 -2.09 5.96 -0.16
C25 -1.77 6.86 -1.18
C26 -2.57 7.96 -1.43
Sb1 -0.76 4.33 0.08
C27 2.44 2.32 -1.81
C28 3.63 1.50 -2.15
C29 4.49 1.86 -3.15
C30 4.26 3.04 -3.86
C31 3.17 3.88 -3.59
C32 2.30 3.57 -2.59
C33 -1.16 3.83 2.11
C34 -1.17 2.51 2.57
C35 -1.42 2.24 3.90
C36 -1.64 3.28 4.80
C37 -1.61 4.59 4.36
C38 -1.39 4.86 3.01
H18 -4.38 8.98 -0.90
H19 -5.00 7.36 0.85
H20 -3.54 5.44 1.35
H21 -0.88 6.71 -1.78
H22 -2.31 8.67 -2.20
H23 3.78 0.60 -1.58
H24 5.35 1.25 -3.39
H25 4.95 3.32 -4.65
H26 3.03 4.78 -4.18
H27 1.46 4.21 -2.37
H28 -0.97 1.66 1.91
H29 -1.45 1.21 4.25
H30 -1.84 3.06 5.84
H31 -1.76 5.40 5.05
H32 -1.37 5.89 2.69
O4 0.42 -3.91 -1.52
S1 1.69 -3.32 -1.19
O5 2.25 -3.68 0.08
N6 1.55 -1.68 -1.29
C39 2.09 -1.22 -2.40
O6 1.93 -0.04 -2.79
C40 2.90 -2.23 -3.14
C41 3.65 -2.05 -4.29
C42 4.32 -3.15 -4.80
C43 4.25 -4.39 -4.19
C44 3.48 -4.58 -3.04
C45 2.83 -3.48 -2.54
H33 3.69 -1.09 -4.79
H34 4.92 -3.05 -5.70
H35 4.78 -5.23 -4.61
H36 3.40 -5.55 -2.56

These are the Mulliken partial charges, in e, on atoms 1 to 6: 4.333, -1.615, 0.461, -0.814, 0.215, -1.107